No. 1
Formula: C6H8FN
Source: the Open Molecules 2025 dataset
Level of theory: ωB97M-V/def2-TZVPD

Positions of all 16 atoms, in Å:
1 F -1.746 2.523 -0.417
2 N -0.288 0.071 1.821
3 C -1.348 1.397 0.145
4 C -0.284 -1.108 1.358
5 C 1.291 0.339 -1.183
6 C -0.532 1.252 1.221
7 C 0.648 -1.005 -1.077
8 C 0.018 -1.599 -0.060
9 H 0.817 -1.738 -1.895
10 H -0.400 -2.653 -0.162
11 H -1.706 0.508 -0.277
12 H -0.472 2.040 1.909
13 H 0.550 1.060 -1.537
14 H 1.602 0.549 -0.188
15 H -0.197 -1.773 2.253
16 H 2.048 0.137 -1.910

- spin multiplicity = 3
- relative energy (zero: lowest compared OMol25 entry of this formula, charge and spin) (kcal per mole) = 28.7
- HOMO energy (spin up / spin down) (eV) = -5.905 / -9.330
- HOMO-LUMO gap (spin up / spin down) (eV) = 6.90 / 7.20
- E_LUMO (spin up / spin down) (eV) = 0.99 / -2.13

Results of the natural (NBO) charge analysis, in e, for atoms 1 through 8: atom 1 (F): -0.296, atom 2 (N): -0.346, atom 3 (C): 0.257, atom 4 (C): -0.055, atom 5 (C): -0.663, atom 6 (C): -0.088, atom 7 (C): -0.181, atom 8 (C): -0.285


No. 2
Formula: C6H8FN2O2
Source: the Open Molecules 2025 dataset
Level of theory: ωB97M-V/def2-TZVPD

Positions of all 19 atoms, in Å:
1 F -0.957 -0.688 -2.281
2 O 1.995 -0.937 -0.366
3 O -1.841 -0.759 0.791
4 N -0.169 2.852 -1.686
5 N -1.314 1.293 -0.197
6 C -2.596 -0.306 1.971
7 C -1.303 0.124 0.109
8 C -0.269 -1.135 -1.226
9 C -0.714 2.108 -1.009
10 C 2.965 0.087 -0.104
11 C 0.939 -0.534 -1.000
12 H 1.004 0.482 -1.506
13 H -3.604 0.002 1.622
14 H -2.751 -1.040 2.818
15 H 2.836 0.266 0.991
16 H -0.476 -2.132 -0.823
17 H 3.963 -0.390 -0.482
18 H 2.754 0.891 -0.713
19 H -1.957 0.530 2.293

- charge = +1
- relative energy (zero: lowest compared OMol25 entry of this formula, charge and spin) (kcal per mole) = 93.8
- HOMO energy (eV) = -14.113
- HOMO-LUMO gap (eV) = 8.55
- E_LUMO (eV) = -5.56

Results of the natural (NBO) charge analysis, in e, for atoms 1 through 8: atom 1 (F): -0.290, atom 2 (O): -0.391, atom 3 (O): -0.432, atom 4 (N): -0.236, atom 5 (N): -0.499, atom 6 (C): -0.273, atom 7 (C): 0.843, atom 8 (C): 0.083


No. 3
Formula: C6H8FN3O3
Source: the Open Molecules 2025 dataset
Level of theory: ωB97M-V/def2-TZVPD

Positions of all 21 atoms, in Å:
1 F 1.797 -0.159 -1.354
2 O 1.476 -1.879 1.712
3 O 0.172 2.399 -0.259
4 O -0.676 1.704 -2.082
5 N -0.610 1.616 -0.887
6 N -2.395 0.227 -0.474
7 N -0.493 -0.016 0.867
8 C 0.813 0.305 1.322
9 C 1.514 -1.246 -0.593
10 C -1.218 -1.236 0.903
11 C -2.397 -1.042 0.071
12 C 1.799 -0.836 0.856
13 C -1.222 0.641 -0.111
14 H 2.846 -0.258 0.862
15 H 2.030 -2.263 -0.949
16 H 0.977 1.237 0.777
17 H -3.345 -1.710 0.240
18 H 0.751 0.298 2.399
19 H 0.214 -1.265 -0.549
20 H -0.806 -2.178 1.555
21 H 2.134 -2.524 1.660

- relative energy (zero: lowest compared OMol25 entry of this formula, charge and spin) (kcal per mole) = 67.7
- SMILES = O=[N+]([O-])c1nccn1C[C@@H](O)CF
- HOMO energy (eV) = -9.232
- HOMO-LUMO gap (eV) = 8.65
- E_LUMO (eV) = -0.58

Results of the natural (NBO) charge analysis, in e, for atoms 1 through 8: atom 1 (F): -0.364, atom 2 (O): -0.714, atom 3 (O): -0.439, atom 4 (O): -0.288, atom 5 (N): 0.484, atom 6 (N): -0.380, atom 7 (N): -0.324, atom 8 (C): -0.267


No. 4
Formula: C6H8FN3O5
Source: the Open Molecules 2025 dataset
Level of theory: ωB97M-V/def2-TZVPD

Positions of all 23 atoms, in Å:
1 F -0.281 -3.106 0.429
2 O 1.930 -0.812 0.085
3 O -2.516 -0.796 -0.966
4 O 0.931 -1.443 -1.766
5 O 0.292 2.522 0.372
6 O -2.003 -2.834 -1.471
7 N -1.805 -1.791 -0.794
8 N -0.386 0.542 1.226
9 N 0.434 0.687 -1.017
10 C -0.748 -1.840 0.307
11 C 0.585 1.629 -2.096
12 C 0.158 1.341 0.253
13 C 1.131 -0.594 -0.984
14 C -0.235 -0.868 1.054
15 C -0.564 0.950 2.571
16 H 2.698 -1.234 -0.316
17 H -0.249 2.366 -2.053
18 H -1.172 1.989 2.617
19 H 0.355 1.278 2.985
20 H -1.196 0.166 3.050
21 H 0.592 1.102 -3.031
22 H 0.517 -1.394 1.584
23 H 1.533 2.140 -2.038

- relative energy (zero: lowest compared OMol25 entry of this formula, charge and spin) (kcal per mole) = 41.5
- SMILES = CN(/C=C(/F)[N+](=O)[O-])C(=O)N(C)C(=O)O
- HOMO energy (eV) = -9.919
- HOMO-LUMO gap (eV) = 9.12
- E_LUMO (eV) = -0.80

Results of the natural (NBO) charge analysis, in e, for atoms 1 through 8: atom 1 (F): -0.290, atom 2 (O): -0.720, atom 3 (O): -0.343, atom 4 (O): -0.557, atom 5 (O): -0.593, atom 6 (O): -0.341, atom 7 (N): 0.465, atom 8 (N): -0.451


No. 5
Formula: C6H8FNO
Source: the Open Molecules 2025 dataset
Level of theory: ωB97M-V/def2-TZVPD

Positions of all 17 atoms, in Å:
1 F 1.673 0.576 -0.871
2 O -0.511 -1.585 0.067
3 N -3.834 -0.196 0.126
4 C -1.374 2.134 0.135
5 C 0.580 -2.446 -0.380
6 C -0.269 -0.292 0.166
7 C -1.402 0.678 0.037
8 C -2.761 0.133 -0.052
9 C 1.165 0.352 0.407
10 H 0.156 -3.353 -0.715
11 H -0.521 2.659 -0.304
12 H 1.700 -0.505 0.803
13 H -2.178 2.394 -0.475
14 H -1.679 2.310 1.140
15 H 1.189 1.429 0.865
16 H 1.358 -2.573 0.513
17 H 0.989 -1.933 -1.317

- relative energy (zero: lowest compared OMol25 entry of this formula, charge and spin) (kcal per mole) = 49.2
- SMILES = CO/C(CF)=C(/C)C#N
- HOMO energy (eV) = -8.548
- HOMO-LUMO gap (eV) = 8.94
- E_LUMO (eV) = 0.39

Results of the natural (NBO) charge analysis, in e, for atoms 1 through 8: atom 1 (F): -0.376, atom 2 (O): -0.490, atom 3 (N): -0.326, atom 4 (C): -0.646, atom 5 (C): -0.266, atom 6 (C): 0.360, atom 7 (C): -0.180, atom 8 (C): 0.254


No. 6
Formula: C6H8FNO3Yb
Source: the Open Molecules 2025 dataset
Level of theory: ωB97M-V/def2-TZVPD

Positions of all 20 atoms, in Å:
1 Yb -2.043 0.176 -2.131
2 F 0.537 2.667 -0.289
3 O -3.270 -0.051 0.862
4 O 0.603 0.026 -2.102
5 O -0.774 0.497 -0.317
6 N 1.376 1.560 -0.569
7 C 2.989 0.124 0.407
8 C 0.443 0.622 -1.080
9 C -2.559 -1.107 0.289
10 C 3.718 -0.799 0.179
11 C 1.970 1.124 0.730
12 C -0.999 -0.858 0.214
13 H 2.394 2.018 1.183
14 H -3.238 0.788 0.393
15 H -2.708 -1.959 0.947
16 H 4.435 -1.519 -0.145
17 H 1.216 0.724 1.409
18 H -0.554 -0.985 1.197
19 H -0.585 -1.626 -0.451
20 H -2.952 -1.421 -0.725

- charge = +2
- HOMO energy (eV) = -16.535
- HOMO-LUMO gap (eV) = 6.84
- E_LUMO (eV) = -9.70

Results of the natural (NBO) charge analysis, in e, for atoms 1 through 8: atom 1 (Yb): 1.853, atom 2 (F): -0.220, atom 3 (O): -0.636, atom 4 (O): -0.506, atom 5 (O): -0.657, atom 6 (N): -0.039, atom 7 (C): -0.124, atom 8 (C): 0.879